3 unconnected molecules or ions with the total composition C2H11N2O2 in a non-equilibrium geometry. Source: the OMol25 dataset; level of theory: ωB97M-V/def2-TZVPD.

Last columns: bonded neighbours and bond lengths (Å).
Element x y z (Å)
1 C -0.245 0.938 0.074  C2 1.376, N4 1.392, H5 1.096
2 C -0.146 0.981 -1.298  C1 1.376, N3 1.487, H6 1.084
3 N -0.711 -0.184 -2.030  C2 1.487, H7 1.023, H8 1.022, H9 1.020
4 N 0.828 1.199 0.920  C1 1.392, H10 1.025, H11 1.021
5 H -1.263 0.970 0.479  C1 1.096
6 H 0.567 1.612 -1.817  C2 1.084
7 H -1.423 -0.694 -1.501  N3 1.023
8 H -1.138 0.111 -2.911  N3 1.022
9 H 0.028 -0.875 -2.160  N3 1.020
10 H 1.222 2.068 0.543  N4 1.025
11 H 0.369 1.193 1.832  N4 1.021
12 H 2.387 -1.602 -0.987  O14 0.964
13 H 1.854 -1.950 0.347  O14 0.965
14 O 2.387 -1.269 -0.082  H12 0.964, H13 0.965
15 H -1.383 -1.013 3.616  O17 0.960
16 H -2.001 -0.929 2.199  O17 0.956
17 O -1.333 -0.557 2.773  H15 0.960, H16 0.956

Results
* net charge: +1
* energy above the lowest of the compared OMol25 structures with the same formula, charge and spin: 81.5 kcal/mol
* highest occupied orbital energy: -12.87 eV
* HOMO-LUMO gap: 0.3250 Ha



3 unconnected molecules or ions with the total composition C2H11N2O2 in a non-equilibrium geometry. Source: the OMol25 dataset; level of theory: ωB97M-V/def2-TZVPD.

Last columns: bonded neighbours and bond lengths (Å).
Element x y z (Å)
1 C -0.372 -1.502 0.035  C2 1.367, N4 1.351, H5 1.111
2 C -0.559 -0.234 -0.441  C1 1.367, N3 1.444, H6 1.086
3 N 0.346 0.811 -0.025  C2 1.444, H7 1.042, H8 1.021, H9 1.048
4 N -1.135 -2.523 -0.412  C1 1.351, H10 1.010, H11 1.023
5 H 0.441 -1.736 0.755  C1 1.111
6 H -1.398 -0.050 -1.105  C2 1.086
7 H 0.611 0.785 0.982  N3 1.042
8 H 1.152 0.799 -0.652  N3 1.021
9 H -0.084 1.764 -0.096  N3 1.048
10 H -2.046 -2.295 -0.781  N4 1.010
11 H -0.789 -3.458 -0.182  N4 1.023
12 H 2.631 -1.719 2.799  O14 0.961
13 H 1.739 -2.834 3.434  O14 0.965
14 O 1.784 -2.168 2.737  H12 0.961, H13 0.965
15 H -0.351 4.459 -2.928  O17 0.987
16 H -1.335 5.279 -2.125  O17 0.968
17 O -0.635 4.622 -1.997  H15 0.987, H16 0.968

Results
* net charge: +2
* 2S+1: 2
* energy above the lowest of the compared OMol25 structures with the same formula, charge and spin: 28.9 kcal/mol
* highest occupied orbital energy (spin up / spin down): -16.91 / -16.91 eV
* expectation value of S²: 0.78
* HOMO-LUMO gap (spin up / spin down): 0.2977 / 0.1568 Ha



| no. | total energy (eV) |
| --- | --- |
| 1 | -9318.7710 |
| 2 | -9307.8115 |